one) # C2H4O2P

A gas-phase ion, C2H4O2P (charge -1) (ωB97M-V/def2-TZVPD, the OMol25 dataset).

The geometry in XYZ format:
```
9
Properties=species:S:1:pos:R:3:mulliken_charge:R:1
C 1.1332 0.9719 -0.0274 -0.782
P 0.3098 -0.4912 0.0848 -0.074
C -1.7822 -0.1617 -0.0017 0.499
O -1.8326 1.0339 -0.1737 -0.544
O -2.5678 -1.0823 0.0639 -0.621
H 1.0002 1.8688 -0.5346 0.324
H 2.2003 0.7248 0.2332 0.202
H 0.8857 -1.1796 1.2054 -0.001
H 0.6534 -1.6846 -0.8498 -0.004
```

Properties
net charge: -1
HOMO: -2.92 eV
SMILES: C=[PH2]C(=O)[O-]
lowest unoccupied orbital energy: 0.164 Eh
HOMO-LUMO gap: 7.379 eV

=====

two) # C2H4O2P

A gas-phase ion, C2H4O2P (charge -1) (ωB97M-V/def2-TZVPD, the OMol25 dataset).

The geometry in XYZ format:
```
9
Properties=species:S:1:pos:R:3:mulliken_charge:R:1
C 1.3149 -0.3949 -0.7163 -0.528
C 0.7817 0.3059 0.3440 -0.492
P -1.3018 0.0491 0.4438 0.590
O -1.8865 0.9498 -0.6044 -0.682
O -1.5598 -1.3936 0.4585 -0.676
H 2.3630 -0.1596 -1.2149 0.174
H 0.6605 -1.0537 -1.2410 0.254
H 1.1322 1.1274 0.8260 0.386
H -1.5042 0.5696 1.7043 -0.025
```

Properties
net charge: -1
HOMO: -4.41 eV
SMILES: C=C[P@@H](=O)[O-]
lowest unoccupied orbital energy: 0.165 Eh
HOMO-LUMO gap: 8.913 eV

=====

Short version: one) is the least stable of them.

=====

one) # CH4OP2

A single CH4OP2 molecule (ωB97M-V/def2-TZVPD, the OMol25 dataset).

The geometry in XYZ format:
```
8
Properties=species:S:1:pos:R:3:mulliken_charge:R:1
C 0.5673 -0.9714 -0.6052 -0.511
O 1.9421 0.9139 1.0100 -0.603
P 0.8636 0.4784 0.1374 0.609
P -1.1480 1.3710 0.2382 -0.103
H 1.1183 -1.8674 -1.0686 0.245
H -0.3906 -0.9758 -1.0308 0.186
H -1.5891 0.0824 -0.2188 0.080
H -1.3636 0.9687 1.5378 0.098
```

Properties
net charge: 0
HOMO: -9.33 eV
lowest unoccupied orbital energy: -0.004 Eh
HOMO-LUMO gap: 9.217 eV

=====

two) # CH4OP2

2 unconnected molecules or ions with the total composition CH4OP2 (ωB97M-V/def2-TZVPD, the OMol25 dataset).

The geometry in XYZ format:
```
8
Properties=species:S:1:pos:R:3:mulliken_charge:R:1
O -0.5538 1.5348 -0.3111 -0.304
C -0.2569 1.3217 -1.4058 0.475
P 0.0966 1.3099 -3.0251 -0.183
H 0.7186 0.1021 -2.8793 0.002
P -0.1490 -0.8254 1.3750 -0.145
H -0.6073 -2.0059 2.1111 0.066
H -0.3673 -0.2628 2.6006 0.043
H 1.1191 -1.1744 1.5345 0.046
```

Properties
net charge: 0
HOMO: -9.00 eV
SMILES: O=C=P.P
lowest unoccupied orbital energy: 0.013 Eh
HOMO-LUMO gap: 9.352 eV

=====

Short version: two) is the least stable of them.

=====

one) # CH6N2O2S

A single CH6N2O2S molecule (ωB97M-V/def2-TZVPD, the OMol25 dataset).

The geometry in XYZ format:
```
12
Properties=species:S:1:pos:R:3:mulliken_charge:R:1
C -0.3590 0.0242 -0.5839 -0.337
N -0.9409 -1.3040 -0.4007 -0.566
N -0.6499 1.0138 0.4163 -0.605
O 1.4796 -0.9067 1.0589 -0.558
O 2.0631 1.0162 -0.3768 -0.430
S 1.6053 -0.5216 -0.3343 0.628
H -0.2719 0.3087 -1.6862 0.417
H -0.6997 -1.5929 0.6350 0.317
H -1.9175 -1.4148 -0.4928 0.225
H 1.5505 1.6497 -0.0113 0.344
H -0.2519 0.4884 1.1657 0.325
H -1.6077 1.2389 0.6100 0.241
```

Properties
net charge: 0
HOMO: -9.27 eV
lowest unoccupied orbital energy: 0.032 Eh
HOMO-LUMO gap: 10.152 eV

=====

two) # CH6N2O2S

2 unconnected molecules or ions with the total composition CH6N2O2S (ωB97M-V/def2-TZVPD, the OMol25 dataset).

The geometry in XYZ format:
```
12
Properties=species:S:1:pos:R:3:mulliken_charge:R:1
N 1.4270 -1.3710 -0.5680 -0.473
S 2.3986 -0.2923 -0.1043 0.852
N 1.9444 1.0000 0.5079 -0.457
O 3.7834 -0.4010 -0.3596 -0.467
H 2.0318 -2.0560 -1.0749 0.270
H 0.9551 0.9816 0.8537 0.296
C -2.0170 0.2415 0.4468 -0.416
O -2.0626 0.3560 -0.9579 -0.463
H -1.0668 -0.5134 0.5597 0.054
H -2.9514 -0.3917 0.8474 0.230
H -1.8175 1.2818 0.8953 0.264
H -2.6249 1.1646 -1.0461 0.308
```

Properties
net charge: 0
HOMO: -10.48 eV
SMILES: N=S(=N)=O.CO
lowest unoccupied orbital energy: 0.006 Eh
HOMO-LUMO gap: 10.634 eV

=====

Short version: two) is the least stable of them.

=====

one) # C3H2F3N

2 unconnected molecules or ions with the total composition C3H2F3N (ωB97M-V/def2-TZVPD, the OMol25 dataset).

The geometry in XYZ format:
```
9
Properties=species:S:1:pos:R:3:mulliken_charge:R:1
C -0.0900 -0.6639 0.3550 0.013
C 0.4575 -1.0924 1.6203 -0.256
C -0.3544 1.3025 -1.4953 0.604
N -0.6732 -1.7029 0.5534 -0.305
F -0.4129 0.7121 -2.6658 -0.171
F -1.3662 2.0414 -1.1835 -0.162
F 0.8343 1.8803 -1.2791 -0.179
H 1.3882 -1.7891 1.4765 0.196
H 0.2166 -0.6881 2.6186 0.259
```

Properties
net charge: 0
HOMO (alpha / beta): -9.16 / -9.24 eV
lowest unoccupied orbital energy (alpha / beta): -0.040 / 0.003 Eh
HOMO-LUMO gap (alpha / beta): 8.080 / 9.338 eV

=====

two) # C3H2F3N

A single C3H2F3N molecule (ωB97M-V/def2-TZVPD, the OMol25 dataset).

The geometry in XYZ format:
```
9
Properties=species:S:1:pos:R:3:mulliken_charge:R:1
F 1.6298 0.7500 0.0409 -0.248
C 1.0619 -0.4563 -0.0695 0.760
F 1.1676 -1.1515 1.0160 -0.222
F 1.6863 -1.0920 -1.1023 -0.255
C -0.6623 -0.0806 -0.3947 -0.156
C -1.1819 0.8915 0.4681 -0.054
N -1.4553 -0.2958 0.9325 -0.443
H -1.0954 -0.5213 -1.3808 0.306
H -1.1507 1.9559 0.4898 0.311
```

Properties
net charge: 0
HOMO: -10.76 eV
SMILES: FC(F)(F)[C@@H]1C=N1
lowest unoccupied orbital energy: 0.021 Eh
HOMO-LUMO gap: 11.341 eV

=====

Short version: one) is the least stable of them.